1.
C7H24CoN7O5 as an isolated structure, computed with ωB97M-V with the def2-TZVPD basis set.

Each line ends with the Löwdin spin population.
Element x y z (Å)
1 Co 6.2959 8.8465 22.0766  2.81
2 O 7.1628 10.6036 22.0554  0.12
3 H 7.9681 11.1568 22.0623  0.01
4 C 2.4138 9.3262 23.0480  0.00
5 C 3.5024 10.2703 23.4880  0.01
6 C 3.1077 10.9949 24.7527  0.00
7 O 3.9667 12.0950 25.1826  0.00
8 C 3.5755 12.8072 26.3688  0.00
9 N 4.7441 9.6346 23.6297  0.05
10 H 2.2334 8.4854 23.7177  0.00
11 H 2.6824 8.8027 22.1304  0.00
12 H 1.4912 9.9064 23.0662  0.00
13 H 3.7112 11.0792 22.7879  0.00
14 H 2.9299 10.3438 25.6086  0.00
15 H 2.2033 11.5247 24.4536  0.00
16 H 3.9893 13.8115 26.2780  0.00
17 H 4.0519 12.3233 27.2215  0.00
18 H 2.5051 12.9839 26.4737  0.00
19 H 4.6540 9.0116 24.4196  0.00
20 H 5.3234 10.2936 24.1299  0.00
21 C 7.3247 12.3776 25.0400  0.08
22 O 7.0620 13.2034 25.9336  0.78
23 N 6.3966 11.8200 24.2585  0.10
24 N 8.5406 11.9460 24.7002  0.02
25 H 6.6196 11.3732 23.3806  0.01
26 H 5.4514 11.8701 24.6108  0.00
27 H 8.5717 11.2127 24.0064  0.00
28 H 9.3096 12.2273 25.2915  0.00
29 C 10.8542 9.7180 22.6593  0.00
30 O 10.7305 9.7693 23.8886  0.00
31 N 12.0320 9.5928 22.0287  0.00
32 N 9.9342 9.9308 21.8134  0.00
33 H 12.8130 9.4698 22.6571  0.00
34 H 12.1022 9.9005 21.0692  0.00
35 H 10.1387 9.7192 20.8472  0.00
36 H 8.9638 10.1458 21.9927  0.00
37 C 6.2266 13.0914 19.9773  0.00
38 O 6.0340 13.9676 19.1965  0.00
39 N 5.2156 12.6206 20.6476  0.00
40 N 7.3650 12.4183 20.1315  0.01
41 H 5.5847 11.8885 21.2374  0.00
42 H 4.2598 12.9469 20.6589  0.00
43 H 8.1664 12.6856 19.5778  0.00
44 H 7.2956 11.5852 20.6981  0.00

Calculated values
2S+1   5
E   -2422.5985 hartree
Lowest unoccupied orbital energy (alpha / beta)   -9.82 / -11.25 eV
Frontier orbital gap (alpha / beta)   4.67 / 3.22 eV
Total charge   +2
Max |F|   7.30 eV/Å

=====

2.
C19H33ClN4O3PtS2 as an isolated structure, computed with ωB97M-V with the def2-TZVPD basis set.

Each line ends with the Löwdin spin population.
Element x y z (Å)
1 Pt 2.0962 -0.1753 -1.2179  0.44
2 C 2.6498 2.5799 1.2963  0.02
3 N 2.8343 1.3901 2.1000  0.23
4 C 3.5196 1.4310 3.2890  0.16
5 C 3.7695 0.1380 3.6515  0.19
6 N 3.3236 -0.7038 2.6631  0.18
7 C 2.7944 0.0403 1.5713  0.03
8 S 3.9844 -0.4636 0.1006  0.46
9 H 2.4217 3.3922 1.9811  0.00
10 H 1.8687 2.4307 0.5649  0.00
11 H 3.5457 2.8244 0.7658  0.01
12 H 3.7014 2.3810 3.8092  0.01
13 H 4.2351 -0.2710 4.5549  0.01
14 H 3.5325 -1.6622 2.6307  0.00
15 Cl -2.2435 -3.0804 -3.0254  0.26
16 C -1.4179 -1.6279 -3.0382  0.36
17 C -1.7313 -0.6876 -4.0594  0.40
18 C -0.9184 0.4444 -4.1483  0.03
19 C 0.0913 0.6473 -3.2024  0.38
20 N 0.3579 -0.3043 -2.2382  0.35
21 C -0.2837 -1.4903 -2.2579  0.20
22 H -2.7267 -0.7589 -4.4808  0.02
23 H -1.0935 1.1136 -4.9607  -0.01
24 H 0.6827 1.5483 -3.2123  0.02
25 H 0.1541 -2.2919 -1.6477  0.00
26 O -2.2217 -3.0384 0.5996  0.00
27 S -3.4363 -2.6114 1.3961  0.00
28 C -3.4960 -3.3875 3.0549  0.00
29 C -4.8254 -4.1536 3.2272  0.00
30 C -5.7058 -4.1091 1.9729  0.00
31 C -4.7962 -3.7224 0.8137  0.00
32 H -3.4613 -2.5480 3.7370  0.00
33 H -2.5827 -3.9014 3.2666  0.00
34 H -5.4537 -3.7702 4.0598  0.00
35 H -4.6359 -5.2301 3.4801  0.00
36 H -6.5496 -3.4145 2.0540  0.00
37 H -6.0539 -5.1123 1.7120  0.00
38 H -5.2909 -3.1985 -0.0190  0.00
39 H -4.2681 -4.5762 0.4763  0.00
40 C 0.8099 4.7017 -3.1745  0.00
41 C 1.2992 4.2907 -1.8218  0.00
42 C 1.9345 5.4752 -1.0733  0.00
43 O 1.2413 3.1374 -1.4079  0.00
44 H 0.0364 4.0109 -3.5893  0.00
45 H 1.6777 4.6552 -3.8657  0.00
46 H 0.3212 5.7340 -3.2406  0.00
47 H 2.7615 5.8678 -1.6937  0.00
48 H 2.2108 5.1001 -0.0503  0.00
49 H 1.1958 6.2807 -0.9503  0.00
50 C -0.8124 0.4302 1.1511  0.00
51 O 0.5967 0.6579 1.2282  0.06
52 C 1.4922 -0.3891 0.8840  0.10
53 C 1.0012 -1.7543 1.3596  0.02
54 H -1.0564 -0.1011 0.2332  0.00
55 H -1.3274 1.3707 1.3656  0.00
56 H -1.0938 -0.1867 2.0414  0.00
57 H 0.6541 -1.7905 2.4062  0.00
58 H 1.8860 -2.4248 1.2015  0.00
59 H 0.1489 -2.1503 0.7339  0.00
60 N 3.0088 0.6570 -3.0186  0.03
61 H 2.7003 1.5710 -3.3465  0.00
62 H 2.8949 0.0370 -3.7994  0.00
63 H 4.0482 0.7486 -2.8930  0.00

Calculated values
2S+1   5
E   -2563.6412 hartree
Lowest unoccupied orbital energy (alpha / beta)   -5.01 / -8.92 eV
Frontier orbital gap (alpha / beta)   6.54 / 4.23 eV
Total charge   +2
Max |F|   3.32 eV/Å

=====

3.
A 8-piece molecular cluster, C30H59N5O14 overall, computed with ωB97M-V with the def2-TZVPD basis set.

Each line ends with the Löwdin charge.
Element x y z (Å)
1 N 0.1664 -0.4731 -0.8049  0.30
2 H 0.4798 0.3720 -0.3491  0.06
3 H -0.8425 -0.4376 -0.7767  0.05
4 H 0.4153 -1.2323 -0.1871  0.06
5 H 0.5133 -0.5134 -1.7527  0.09
6 C -4.5041 -0.0613 0.1270  0.00
7 C -2.9749 -0.1139 -0.0991  -0.77
8 O -2.5700 -0.9689 -0.8730  -0.06
9 O -2.2369 0.5872 0.5540  -0.03
10 H -5.0854 0.7464 -0.3178  0.07
11 H -4.8271 -0.2292 1.1544  0.07
12 H -4.9620 -0.9201 -0.3638  0.05
13 C 3.2400 3.2770 1.0424  -0.06
14 C 2.3960 2.4654 0.0542  -0.40
15 C 2.9411 2.3131 -1.3853  -0.16
16 O 1.8253 1.8432 -2.1448  -0.20
17 C 2.0134 1.9005 -3.5782  -0.07
18 N 1.9923 1.1902 0.6561  0.06
19 H 2.9243 3.3245 2.0846  0.07
20 H 3.3695 4.3313 0.7979  0.08
21 H 4.2505 2.9453 1.2810  0.07
22 H 1.4284 2.9671 0.0485  0.10
23 H 3.7313 1.5636 -1.4302  0.13
24 H 3.2892 3.2735 -1.7654  0.13
25 H 3.0377 1.7344 -3.9119  0.08
26 H 1.8666 2.9170 -3.9433  0.09
27 H 1.4810 1.1013 -4.0939  0.06
28 H 2.9058 0.7891 0.8132  0.07
29 H 1.5552 1.3339 1.5552  0.07
30 C -3.3585 4.2905 0.0884  -0.05
31 C -1.8301 4.1790 0.1646  -0.45
32 C -1.2958 3.9277 1.5838  -0.15
33 O -1.7481 4.9782 2.5113  -0.20
34 C -1.1196 6.2055 2.2206  -0.13
35 N -1.5368 3.0839 -0.6957  0.06
36 H -3.6675 4.7103 -0.8689  0.07
37 H -3.6808 5.0043 0.8466  0.07
38 H -4.0071 3.4185 0.1727  0.07
39 H -1.4353 5.1355 -0.1780  0.12
40 H -0.2364 3.6715 1.5904  0.11
41 H -1.8768 3.1063 2.0032  0.13
42 H -1.4812 6.5651 1.2573  0.07
43 H -0.0350 6.1160 2.1598  0.09
44 H -1.5234 6.8560 2.9964  0.09
45 H -0.5314 3.0197 -0.7679  0.04
46 H -1.7075 2.2440 -0.1613  0.02
47 C 0.6456 -0.7478 3.4477  -0.05
48 C 2.2144 -0.8374 3.5441  -0.43
49 C 2.6484 0.2023 4.6218  -0.20
50 O 4.0388 0.1255 4.5407  -0.21
51 C 4.7226 0.9528 5.4824  -0.09
52 N 2.4222 -2.2241 3.7592  0.04
53 H 0.4271 0.3001 3.2418  0.06
54 H 0.1830 -0.9193 4.4197  0.08
55 H 0.2551 -1.2845 2.5831  0.06
56 H 2.7055 -0.5477 2.6151  0.11
57 H 2.2048 -0.0169 5.5930  0.13
58 H 2.4724 1.2061 4.2353  0.12
59 H 4.5062 2.0019 5.2809  0.09
60 H 5.7782 0.7988 5.2585  0.09
61 H 4.5906 0.6302 6.5152  0.09
62 H 2.1574 -2.4756 4.7008  0.09
63 H 3.4058 -2.4533 3.7564  0.07
64 C 3.4984 -3.9412 0.5214  -0.05
65 C 2.6713 -2.7898 -0.1696  -0.34
66 C 2.3915 -2.9781 -1.7028  -0.16
67 O 2.0817 -1.7821 -2.3882  -0.24
68 C 2.2199 -1.8038 -3.8303  -0.07
69 N 1.4163 -2.7198 0.5908  0.03
70 H 3.7521 -3.7506 1.5642  0.06
71 H 4.3938 -4.1123 -0.0762  0.07
72 H 2.9811 -4.8936 0.6373  0.08
73 H 3.2627 -1.8997 0.0450  0.13
74 H 1.4729 -3.5498 -1.8342  0.13
75 H 3.2548 -3.3551 -2.2513  0.12
76 H 1.6095 -1.0123 -4.2649  0.05
77 H 1.9787 -2.7847 -4.2399  0.09
78 H 3.2441 -1.6649 -4.1765  0.09
79 H 1.6380 -2.8830 1.5626  0.04
80 H 0.7897 -3.5008 0.4584  0.05
81 C -1.1428 -0.0792 -5.5521  0.04
82 C -1.6137 0.5805 -6.6176  -0.21
83 C -3.0312 1.1453 -6.7096  -0.27
84 O -3.4891 1.8597 -7.5964  0.10
85 C -3.8295 0.7993 -5.4602  0.05
86 C -3.3821 0.0629 -4.4763  -0.18
87 C -1.9189 -0.5292 -4.4043  -0.23
88 O -1.3911 -1.2348 -3.5140  0.08
89 O -4.1742 -0.0703 -3.3416  0.08
90 O -0.8361 0.9424 -7.6654  0.09
91 H -0.0997 -0.3453 -5.6388  0.11
92 H -4.7946 1.2838 -5.4476  0.13
93 H -3.6294 -0.5414 -2.7068  0.06
94 H -1.3489 1.4713 -8.2810  0.11
95 C -1.4623 -4.6550 1.8352  0.07
96 C -2.0846 -4.1935 0.7052  -0.18
97 C -3.6051 -4.1281 0.5836  -0.26
98 O -4.2867 -3.6987 -0.3884  0.09
99 C -4.3400 -4.5249 1.7982  0.09
100 C -3.6437 -4.9167 2.9509  -0.21
101 C -2.1869 -4.9975 3.0544  -0.32
102 O -1.5334 -5.4215 4.0250  0.09
103 O -4.2473 -5.1287 4.1409  0.09
104 O -1.3772 -3.8314 -0.4020  0.07
105 H -0.3838 -4.6579 1.8912  0.12
106 H -5.4103 -4.3971 1.8665  0.13
107 H -3.6144 -5.4857 4.7683  0.10
108 H -1.9251 -3.1359 -0.7730  0.08

Calculated values
2S+1   1
E   -2505.4509 hartree
Lowest unoccupied orbital energy   -1.57 eV
Frontier orbital gap   6.89 eV
Total charge   0
Max |F|   4.20 eV/Å

=====

4.
C4H7N2S as an isolated structure, computed with ωB97M-V with the def2-TZVPD basis set.

Each line ends with the natural charge from an NBO analysis.
Element x y z (Å)
1 C 0.6939 1.5839 0.0716  -0.32
2 C 1.9766 1.1340 -0.0982  -0.32
3 C -0.1736 0.5032 0.1245  0.47
4 C -0.2869 -1.9655 0.0331  -0.43
5 N 0.3705 -0.6832 0.0151  -0.48
6 N -1.9987 0.8255 0.3159  -0.73
7 S 2.0506 -0.5577 -0.1720  0.75
8 H 0.3969 2.6127 0.1586  0.28
9 H 2.8665 1.7304 -0.1890  0.29
10 H -1.1565 -1.9264 0.6895  0.25
11 H -0.6017 -2.2525 -0.9723  0.24
12 H 0.4076 -2.7190 0.4035  0.25
13 H -2.1103 1.6760 -0.2238  0.38
14 H -2.4348 0.0386 -0.1564  0.37

Calculated values
2S+1   1
E   -663.9930 hartree
Lowest unoccupied orbital energy   -4.65 eV
Frontier orbital gap   9.95 eV
Total charge   +1
Max |F|   5.79 eV/Å